(1)
# H16IO8

9 unconnected molecules or ions with the total composition H16IO8 (ωB97M-V/def2-TZVPD, the OMol25 dataset).

Values from the calculation:
lowest unoccupied orbital energy = 2.81 eV

```
! RIJCOSX wB97M-V def2-TZVPD def2/J DEFGRID3
* xyz -1 1
I -23.4327 -20.1848 6.1944
O -21.9651 -19.8196 3.0238
H -21.8443 -19.6235 3.9505
H -21.0966 -19.6557 2.6856
O -24.3888 -16.8800 6.9369
H -23.6657 -16.3060 7.1325
H -24.1046 -17.7247 6.6823
O -20.8628 -22.7132 6.5698
H -21.2979 -21.9936 6.1853
H -20.0287 -22.7015 6.0862
O -23.4809 -22.1383 3.2608
H -24.1155 -21.8832 2.5894
H -23.2521 -21.2676 3.5361
O -22.5274 -16.9381 4.7891
H -21.6347 -17.2164 4.8658
H -23.0968 -17.6968 4.8123
O -24.6136 -23.4942 6.1197
H -24.5450 -24.0526 5.3661
H -24.3334 -22.6223 5.8450
O -24.4381 -19.8231 9.6030
H -24.2804 -20.3999 10.3746
H -23.7607 -20.1503 9.0004
O -26.0875 -20.5045 3.6637
H -26.1941 -20.0297 2.8468
H -25.2495 -20.2303 4.0813
*
```

---

(2)
# H16O8

8 unconnected molecules or ions with the total composition H16O8 (ωB97M-V/def2-TZVPD, the OMol25 dataset).

Values from the calculation:
lowest unoccupied orbital energy = -0.17 eV

```
! RIJCOSX wB97M-V def2-TZVPD def2/J DEFGRID3
* xyz 0 1
O -2.1937 2.0201 -1.2211
H -1.9648 1.2283 -0.7602
H -2.8916 1.8907 -1.8376
O -0.1842 -2.8219 0.3551
H -1.0491 -2.5889 0.7522
H -0.2467 -3.6751 -0.0729
O 0.8405 -1.1494 -1.8071
H 1.3205 -0.4388 -1.3094
H 0.1623 -1.4222 -1.2026
O 0.0402 3.4127 -1.0738
H 0.4868 2.8051 -0.5013
H -0.8023 2.9642 -1.1339
O -2.6560 -1.5846 0.8377
H -3.1529 -1.3249 0.0995
H -3.3557 -2.0086 1.2861
O -0.0471 0.5193 0.6877
H 0.8042 0.3806 1.0908
H -0.6328 -0.0414 1.1660
O 2.4991 1.9517 -0.1504
H 2.8610 1.2371 -0.6896
H 3.0068 1.9000 0.7163
O 2.2988 -0.7118 1.5295
H 2.6750 -1.2686 0.9119
H 2.1816 -1.2735 2.3270
*
```

---

(3)
# H16O8

8 unconnected molecules or ions with the total composition H16O8 (ωB97M-V/def2-TZVPD, the OMol25 dataset).

Values from the calculation:
lowest unoccupied orbital energy = -0.63 eV

```
! RIJCOSX wB97M-V def2-TZVPD def2/J DEFGRID3
* xyz 0 1
O 0.0409 -0.2811 0.2117
H 0.9819 -0.4460 0.0105
H -0.5691 -0.5826 -0.4871
H -0.2003 0.6258 0.4903
O -1.0239 -0.3714 -2.2873
H -1.6484 -0.9361 -1.8197
O 2.7618 -0.2603 -0.2162
H 2.9389 -0.2716 0.8372
H 3.0721 0.5717 -0.5815
O -0.8457 2.2788 -1.9749
H -1.0199 1.2601 -2.0042
H 0.0125 2.5121 -2.1643
O 0.6556 -2.5128 -1.9420
H 0.6046 -2.6685 -1.1047
H 0.1289 -1.6274 -2.2942
O 1.2831 0.6751 2.6093
H 0.9941 1.4394 3.0663
H 1.3968 0.0743 3.3746
O -2.7408 -2.4620 0.6508
H -2.4574 -1.7673 1.4447
H -2.2814 -3.2736 0.6631
O -0.7833 2.2614 1.1768
H -0.0390 2.8472 1.5571
H -1.2621 2.9149 0.7837
*
```

---

(4)
# H16O8

8 unconnected molecules or ions with the total composition H16O8 (ωB97M-V/def2-TZVPD, the OMol25 dataset).

Values from the calculation:
lowest unoccupied orbital energy = 0.19 eV

```
! RIJCOSX wB97M-V def2-TZVPD def2/J DEFGRID3
* xyz 0 1
O -0.6501 0.7291 2.7803
H -1.3779 0.7400 2.1478
H -1.0640 0.5494 3.6325
O -2.4831 0.8793 -2.5275
H -2.0606 0.1187 -2.9554
H -2.3445 0.7257 -1.5869
O 0.0383 -0.2435 -0.1658
H 0.2357 -0.0999 -1.1117
H 0.4955 0.4728 0.2922
O 1.8904 2.0102 2.4924
H 1.0802 1.5248 2.7336
H 2.0149 2.6527 3.1969
O 0.8930 0.9227 -2.5405
H 0.5006 1.7980 -2.4231
H 1.3161 0.9565 -3.4054
O -1.1945 -1.7183 -2.9138
H -1.8775 -2.3956 -2.8393
H -0.3824 -2.1587 -2.6366
O 3.5062 -0.5627 2.2637
H 2.7193 -0.2307 1.8203
H 4.0936 -0.8413 1.5532
O -1.6382 -2.2476 0.9335
H -2.5520 -2.1223 0.6567
H -1.1592 -1.4595 0.6032
*
```

---

(5)
# H16O8

8 unconnected molecules or ions with the total composition H16O8 (ωB97M-V/def2-TZVPD, the OMol25 dataset).

Values from the calculation:
lowest unoccupied orbital energy = -0.54 eV

```
! RIJCOSX wB97M-V def2-TZVPD def2/J DEFGRID3
* xyz 0 1
O -8.4620 2.7730 -24.3020
H -9.3920 2.5350 -24.0750
H -7.9270 2.5100 -23.5980
O -8.8960 3.1500 -21.2560
H -9.5460 3.7460 -21.6220
H -9.4530 2.5250 -20.7520
O -5.9150 2.7450 -25.6260
H -5.9890 1.9560 -26.1530
H -6.7690 2.7230 -25.3090
O -6.7930 2.2390 -22.3160
H -7.5930 2.6720 -21.9640
H -6.1520 2.9160 -22.2430
O -10.8160 4.7260 -22.4850
H -11.5560 4.1110 -22.4920
H -11.1150 5.5010 -22.0200
O -6.4150 7.4510 -20.4300
H -7.0790 7.5100 -21.0740
H -5.9570 8.2850 -20.5870
O -5.9200 7.3620 -23.5050
H -6.2700 8.2020 -23.0690
H -6.5290 6.6980 -23.2560
O -7.6620 5.1890 -23.1250
H -7.8260 4.3080 -23.4710
H -8.4770 5.3990 -22.6260
*
```

---

(6)
# H16O8

8 unconnected molecules or ions with the total composition H16O8 (ωB97M-V/def2-TZVPD, the OMol25 dataset).

Values from the calculation:
lowest unoccupied orbital energy = 0.03 eV

```
! RIJCOSX wB97M-V def2-TZVPD def2/J DEFGRID3
* xyz 0 1
O 0.3715 -1.9058 0.0595
H 0.8367 -2.7226 -0.1628
H -0.5073 -2.0156 -0.3242
O 0.7758 -2.2482 3.1323
H 0.3387 -3.0867 3.3070
H 0.5248 -2.0306 2.2267
O 2.1246 2.9757 -0.1692
H 1.3596 2.3819 -0.1264
H 1.8785 3.6539 -0.8050
O 3.0146 -0.6298 0.6271
H 3.2023 -0.0858 -0.1448
H 2.2285 -1.1376 0.3878
O -0.8133 -0.4250 -3.4419
H 0.1273 -0.2407 -3.5273
H -1.2078 0.4103 -3.1363
O -1.8490 -0.7805 2.7231
H -2.6278 -0.7221 3.2851
H -1.2085 -0.1861 3.1303
O -2.2017 1.8153 -2.3475
H -1.8871 2.6677 -2.0230
H -3.1309 1.9596 -2.5587
O -0.2017 1.0810 0.0302
H -0.8312 0.9921 -0.6945
H -0.3166 0.2797 0.5526
*
```

---

Table of HOMO-LUMO gap (eV), in record order: 8.188, 9.246, 7.951, 10.941, 10.009, 10.781
Table of energy relative to the best compared isomer or geometry (same formula, charge and spin) (kcal/mol), in record order: 29.0, 58.8, 132.6, 46.0, 64.8, 49.0